Entry a
The following is a quantum chemistry calculation of an isolated molecule of CH4BrFSi, from the OMol25 dataset.

Geometry as XYZ:
```
8
CH4BrFSi | the OMol25 dataset | wB97M-V/def2-TZVPD
C 0.82230 0.54321 0.33936
F -0.25824 -1.13450 -1.54718
Si -0.67304 -0.50540 -0.12565
Br -2.59923 0.59974 -0.58361
H 1.11234 1.22514 -0.35882
H 0.73813 1.13980 1.13677
H 1.63566 -0.05430 0.41530
H -0.77792 -1.81369 0.72383
```

As for the multiplicity: 1. As for the SMILES: C[Si@H](F)Br. The HOMO-LUMO gap comes out at 11.58 eV. For the LUMO energy, the calculation gives 0.720 eV. The HOMO energy is -10.8611 eV.



Entry b
The following is a quantum chemistry calculation of a cluster of 2 separate species, CH4BrFSi in total, from the OMol25 dataset.

Geometry as XYZ:
```
8
CH4BrFSi | the OMol25 dataset | wB97M-V/def2-TZVPD
C 0.63725 -0.03124 -0.69585
F 0.83422 -1.86748 1.40909
Si -0.68585 0.75015 0.39232
Br -2.93440 0.29110 -0.11949
H 0.79061 0.51977 -1.61261
H 1.69367 -0.12080 -0.17840
H 0.40259 -1.14158 -0.70234
H -0.73808 1.60007 1.50727
```

As for the multiplicity: 1. The HOMO-LUMO gap comes out at 6.42 eV. For the LUMO energy, the calculation gives -2.452 eV. The HOMO energy is -8.8700 eV.



Which structure is the least stable? The one labeled entry b.